No. 1
# CH2N4O

The molecule CH2N4O at a distorted geometry (wB97M-V/def2-TZVPD, the OMol25 dataset).

Each line ends with the Löwdin charge.
CARTESIAN COORDINATES (ANGSTROEM)
H 0.79649 1.15984 1.48502  0.143
N -0.36582 1.24451 1.18136  0.112
C -0.30990 0.43741 0.21187  -0.674
N 0.65805 -0.39007 -0.11370  0.045
N 0.10683 -1.16193 -1.16610  0.026
N -0.94860 -0.63847 -1.54481  0.023
O -1.22728 0.39666 -0.76386  0.044
H 1.29023 -1.04794 0.71023  0.281

Output
- energy above the lowest of the compared OMol25 structures with the same formula, charge and spin (kJ/mol) = 323.28
- HOMO level (eV) = -9.75
- SMILES = [H]/N=c1\[nH]nno1
- electronic energy (eV) = -9072.9475
- frontier orbital gap (eV) = 9.7840

No. 2
# C7H5O6S2

An isolated ion of composition C7H5O6S2 and charge -1 at a distorted geometry (wB97M-V/def2-TZVPD, the OMol25 dataset).

Each line ends with the Löwdin charge.
CARTESIAN COORDINATES (ANGSTROEM)
C -1.00872 0.76667 0.23408  -0.116
C -0.28582 0.01228 1.12452  -0.082
C -0.51072 1.03152 -1.02520  -0.115
C 0.82388 -0.68378 0.64635  -0.005
C 0.67204 0.49137 -1.42564  -0.047
C 1.34312 -0.47344 -0.67529  -0.206
C 2.47596 -1.21790 -1.10472  -0.388
O 3.19738 -2.21472 1.26664  -0.353
O 2.65770 -1.67607 -2.17761  0.119
O 5.23850 2.36310 0.11015  -0.457
O 2.94267 1.67122 0.15364  -0.460
O 4.76977 -0.48295 0.44446  -0.513
O 4.65154 -2.71293 -0.58469  -0.323
S 4.26350 1.52364 0.77200  0.820
S 3.86805 -1.69874 0.09086  0.558
H -2.05015 1.15460 0.40173  0.114
H -0.84749 -0.41379 1.97184  0.107
H -1.22586 1.45646 -1.73779  0.105
H 1.43050 -1.40427 1.21107  0.089
H 1.11169 0.73375 -2.46995  0.155

Output
- energy above the lowest of the compared OMol25 structures with the same formula, charge and spin (kJ/mol) = 0.00
- HOMO level (eV) = -6.02
- electronic energy (eV) = -41296.1088
- frontier orbital gap (eV) = 9.0052
- total charge = -1

No. 3
# C29H56Cl12FN2O5S2

A 5-piece molecular cluster, C29H56Cl12FN2O5S2 overall at a distorted geometry (wB97M-V/def2-TZVPD, the OMol25 dataset).

Each line ends with the Löwdin charge.
CARTESIAN COORDINATES (ANGSTROEM)
C -2.29574 0.82674 5.24525  -0.091
C -0.75485 0.19215 5.28535  -0.201
O -0.57173 -0.81762 4.22734  -0.174
C 0.01524 -0.20371 3.00061  -0.230
C 1.61915 -0.15717 3.16479  -0.076
C 2.41579 0.20456 1.80614  -0.279
C 3.81866 -0.71182 1.83617  -0.433
S 3.53120 -2.54954 1.67498  0.802
C 4.69911 -3.34337 0.43238  -0.517
C 3.90249 -4.67841 -0.15728  -0.194
C 1.62038 0.12002 0.41057  -0.197
C 2.26097 1.24887 -0.59114  -0.083
C 3.65372 0.66693 -1.31278  -0.359
C 3.50202 0.53703 -2.96012  -0.070
O 4.83923 1.49821 -0.98316  -0.114
C -0.05513 0.10256 0.48165  -0.217
C -0.58546 1.62784 0.43018  -0.120
C 0.06674 2.78567 1.38402  -0.173
C -0.13429 4.27363 0.63735  -0.175
C -0.76564 5.34503 1.75590  -0.210
S -2.62224 5.08164 2.03215  0.812
O -2.95130 3.75366 2.78628  -0.411
O -3.25280 6.22424 2.91689  -0.365
O -3.50203 5.04581 0.54949  -0.210
C -0.39669 -0.55116 -1.00479  -0.117
C -1.51335 0.16630 -1.94756  -0.227
C -2.12709 -0.84124 -3.11829  -0.364
C -3.50460 -1.61251 -2.67824  -0.103
C -0.97147 -1.84667 -3.76906  -0.092
N -0.55080 -0.76777 1.67575  -0.039
C -2.05651 -0.56153 1.94736  -0.183
N -2.98686 -0.56814 0.78112  0.027
C -0.15820 -2.22478 1.54648  -0.212
C -1.39587 -3.27901 1.14493  -0.019
F 0.45062 -2.93218 2.67810  -0.050
H -3.06818 0.08537 4.71859  0.094
H -2.66736 1.20617 6.28890  0.083
H -2.24907 1.77538 4.52825  0.047
H -0.70227 -0.39640 6.32251  0.149
H 0.08156 1.00855 5.34098  0.131
H -0.32755 0.92218 3.20236  0.147
H 1.99561 -1.16188 3.68863  0.139
H 1.87182 0.69620 3.96145  0.148
H 2.83440 1.31686 1.92757  0.144
H 4.65046 -0.27097 1.11471  0.095
H 4.24995 -0.53441 2.93556  0.101
H 5.73500 -3.68026 0.89907  0.094
H 4.92958 -2.61502 -0.46529  0.075
H 4.15563 -5.58888 0.56878  0.098
H 4.28652 -4.85181 -1.25698  0.060
H 2.75310 -4.40027 -0.11568  0.049
H 1.94710 -0.91591 -0.09066  0.125
H 2.58804 2.24738 -0.06165  0.126
H 1.54628 1.50087 -1.51371  0.124
H 3.90072 -0.43845 -0.93888  0.118
H 4.32506 -0.22392 -3.37028  0.096
H 2.44578 0.14320 -3.29462  0.070
H 3.77936 1.57849 -3.44809  0.102
H 5.61963 0.86027 -1.12942  0.126
H -1.76892 1.76952 0.51437  0.123
H -0.34337 2.12847 -0.63276  0.120
H -0.49919 2.93694 2.42495  0.101
H 1.21600 2.70821 1.56852  0.101
H 0.86172 4.66489 0.15165  0.133
H -0.93295 4.19808 -0.23034  0.101
H -0.51801 6.46020 1.43265  0.140
H -0.25941 5.14608 2.81317  0.112
H -3.39551 4.14806 0.11308  0.085
H -0.74297 -1.67078 -0.99627  0.105
H 0.56192 -0.59013 -1.72336  0.120
H -0.94134 1.01863 -2.55857  0.057
H -2.40846 0.68799 -1.42829  0.074
H -2.42885 -0.11318 -4.01516  0.102
H -4.12213 -1.00460 -1.89117  0.071
H -3.25615 -2.71400 -2.37054  0.076
H -4.16857 -1.69273 -3.66722  0.096
H -0.90273 -2.84075 -3.13559  0.086
H -1.26229 -2.02607 -4.88858  0.039
H 0.05076 -1.23028 -3.75310  0.081
H -2.51065 -1.35109 2.69890  0.159
H -2.27970 0.48782 2.47551  0.152
H -3.45708 0.36116 0.68034  0.090
H -3.71896 -1.32654 0.91387  0.113
H 0.62174 -2.44340 0.66555  0.157
H -2.05458 -3.41678 2.13086  0.112
H -0.86652 -4.33715 0.99307  0.120
H -2.01135 -2.94536 0.21495  0.073
C 2.29562 -7.61136 -2.64197  -1.529
Cl 1.18674 -6.24666 -2.42381  0.494
Cl 3.86139 -7.04930 -3.25194  0.523
Cl 2.50163 -8.49504 -1.12020  0.522
H 1.86296 -8.29206 -3.37960  0.020
C -2.10396 6.00638 5.96381  -1.531
Cl -2.63457 7.04063 7.30112  0.540
Cl -0.33543 5.98671 5.85648  0.513
Cl -2.73358 4.36209 6.16133  0.536
H -2.50092 6.41751 5.03212  -0.019
C -2.38875 2.69739 -5.01027  -1.522
Cl -2.69167 4.14392 -5.98772  0.551
Cl -0.82473 1.97869 -5.43086  0.529
Cl -2.44903 3.08949 -3.28349  0.537
H -3.17248 1.96642 -5.22497  0.020
C -1.22648 -2.63565 -8.54593  -1.530
Cl -0.68040 -1.33164 -7.47778  0.511
Cl -0.38501 -4.14718 -8.16276  0.521
Cl -2.98055 -2.85062 -8.41881  0.519
H -0.98710 -2.35991 -9.57613  0.021

Output
- HOMO level (eV) = -11.00
- electronic energy (eV) = -218835.1757
- frontier orbital gap (eV) = 8.5461
- total charge = +1

- Which of these has the lowest electronic energy?
  C29H56Cl12FN2O5S2

- What is the formula in the third record?
  C29H56Cl12FN2O5S2